The molecule C14H21NO2S at a distorted geometry, computed with wB97M-V/def2-TZVPD.

```
! RIJCOSX wB97M-V def2-TZVPD def2/J DEFGRID3
* xyz 0 1
C 0.6896 4.2949 0.3572
H 1.3708 4.9422 0.5857
O 1.0855 3.4200 -0.8244
C 2.2590 2.8628 -0.7666
C 2.4583 2.1775 -2.2507
N 1.5217 1.3864 -2.4474
C 1.4759 0.2203 -1.9240
O 2.4815 -0.5734 -1.5001
C 0.3202 -0.7722 -2.4449
H 0.1088 -1.6287 -1.6949
H 0.5307 -1.1276 -3.3360
S -1.1012 0.2361 -2.3596
C -1.3780 0.7105 -0.6069
C -1.2018 -0.5496 0.4541
C -0.1073 -1.1023 0.8000
C -0.1245 -2.0883 1.7373
C -1.5115 -2.7657 1.9030
C -2.5603 -2.2257 1.4057
C -2.4399 -1.3142 0.6347
H -3.3257 -0.6850 0.2873
C -3.8217 -3.0091 1.5324
H -4.0731 -2.5945 2.7261
H -3.6283 -4.0977 1.6895
H -4.5129 -2.5952 1.0289
H -1.2424 -3.9497 2.3083
C 1.1105 -2.8599 2.2665
H 1.2066 -2.2270 3.1333
H 1.1593 -3.9681 2.4441
H 1.9753 -2.4752 1.6027
H 0.7978 -0.5385 0.8023
H -0.2243 1.2101 -0.3060
H -2.0972 1.3007 -0.4720
H 0.7219 1.6541 -2.7411
H 2.6312 2.9969 -2.9412
H 3.5047 1.6766 -2.0042
H 3.2775 3.5017 -0.4066
H 2.2394 2.0483 -0.0826
H 0.6119 3.7393 1.3495
H -0.1881 4.7689 0.0607
*
```

As for the energy relative to the best compared isomer or geometry (same formula, charge and spin): 1197.93 kJ/mol. The SMILES is COCCNC(=O)CSCc1cc(C)cc(C)c1. Its largest force on an atom is 0.333 Eh/bohr. The calculation puts the orbital gap at 8.88 eV. Its HOMO energy is -8.2 eV. The electronic energy is -1149.05342 hartree. The LUMO energy is 0.7 eV.